{"formula": "C33H37N2O2", "method": "wB97M-V/def2-TZVPD", "total_charge": 1, "molar_mass_g_mol": 493.7, "e_lumo_ev": -5.08, "e_above_lowest_kj_mol": 0.00, "fmax_ev_per_a": 1.61, "e_homo_ev": -9.447, "elements": ["O", "O", "N", "N", "C", "C", "C", "C", "C", "C", "C", "C", "C", "C", "C", "C", "C", "C", "C", "C", "C", "C", "C", "C", "C", "C", "C", "C", "C", "C", "C", "C", "C", "C", "C", "C", "C", "H", "H", "H", "H", "H", "H", "H", "H", "H", "H", "H", "H", "H", "H", "H", "H", "H", "H", "H", "H", "H", "H", "H", "H", "H", "H", "H", "H", "H", "H", "H", "H", "H", "H", "H", "H", "H"], "coordinates": [[-2.683, 0.883, 2.520], [-0.905, 1.450, 3.790], [-4.316, -3.428, -1.376], [0.193, 2.881, 1.621], [1.235, 2.272, -3.332], [4.298, -1.713, -1.588], [-0.645, -1.407, -1.247], [3.485, 1.417, 0.653], [-1.208, 2.548, 1.641], [-5.169, -3.670, -0.234], [1.893, -1.756, -1.055], [-1.553, 1.580, 2.771], [1.166, 0.184, -2.146], [-0.864, 4.917, 2.190], [-3.178, -2.676, -1.293], [1.157, 1.994, 1.277], [2.614, 2.120, -3.571], [3.034, -1.155, -1.695], [2.061, -2.920, -0.298], [3.413, 0.255, 1.642], [-1.467, -1.362, -2.404], [2.548, 2.551, 1.075], [2.576, 0.045, -2.383], [-2.450, -2.556, -0.077], [-1.945, 3.893, 1.841], [0.502, 1.315, -2.621], [3.294, 0.995, -3.095], [-3.116, 0.032, 3.594], [-4.767, -3.964, -2.640], [3.359, -3.420, -0.130], [1.968, -0.283, 1.809], [-1.170, -2.013, -0.079], [4.459, -2.844, -0.784], [0.934, 0.630, 1.279], [0.723, -0.943, -1.347], [-2.667, -2.045, -2.456], [0.467, 4.292, 1.766], [4.358, 0.835, -3.266], [-1.012, 5.878, 1.687], [-1.102, -0.842, -3.288], [-4.009, -0.482, 3.226], [1.189, -3.379, 0.174], [-5.211, -3.203, -3.295], [0.812, 4.726, 0.812], [-2.726, 3.818, 2.611], [-3.936, -4.434, -3.185], [-0.559, 1.437, -2.418], [-3.225, -2.106, -3.390], [3.512, -4.284, 0.520], [3.161, 2.872, -4.134], [1.874, -1.261, 1.324], [-0.582, -2.040, 0.841], [5.449, -3.284, -0.678], [5.120, -1.261, -2.145], [-5.922, -2.873, -0.100], [2.931, 3.030, 1.997], [-4.588, -3.745, 0.688], [-3.362, 0.636, 4.472], [2.536, 3.327, 0.287], [-5.694, -4.614, -0.408], [-5.522, -4.725, -2.424], [-0.068, 0.230, 1.108], [1.790, -0.491, 2.884], [1.264, 4.472, 2.500], [-2.416, 4.130, 0.881], [-1.522, 2.060, 0.706], [3.149, 1.074, -0.337], [-0.851, 5.093, 3.273], [0.724, 3.152, -3.726], [4.523, 1.772, 0.545], [4.076, -0.559, 1.326], [-2.861, -2.977, 0.842], [3.754, 0.606, 2.626], [-2.329, -0.690, 3.843]], "mulliken_charge": [-0.289, -0.579, 0.108, 0.294, -0.984, -0.218, 0.310, 0.292, 0.434, -0.858, 0.078, 0.156, -0.247, -0.701, 1.338, 0.654, -0.846, -0.209, 0.393, -1.174, -0.715, -1.153, -0.999, -1.083, -0.712, 0.325, 0.006, -0.707, -1.051, -0.797, -0.610, -0.717, -0.897, -0.022, 1.536, -0.778, -0.718, 0.472, 0.359, 0.511, 0.221, 0.528, 0.335, 0.419, 0.318, 0.391, 0.592, 0.380, 0.429, 0.435, -0.453, 0.397, 0.413, 0.458, 0.306, 0.407, 0.307, 0.330, 0.505, 0.303, 0.306, 0.312, 0.667, 0.292, 0.374, 0.046, -0.667, 0.295, 0.451, 0.507, 0.458, 0.084, 0.344, 0.306]}

---

{"formula": "C4H10N2", "method": "wB97M-V/def2-TZVPD", "total_charge": 0, "molar_mass_g_mol": 86.1, "e_lumo_ev": 1.18, "e_above_lowest_kj_mol": 397.75, "smiles": "CCN1N[C@@H]1C", "fmax_ev_per_a": 5.82, "e_homo_ev": -8.572, "elements": ["N", "N", "C", "C", "C", "C", "H", "H", "H", "H", "H", "H", "H", "H", "H", "H"], "coordinates": [[0.727, 0.988, -0.782], [-0.170, 0.990, 0.380], [1.562, 0.464, 0.227], [-1.261, -0.048, 0.514], [1.981, -0.945, 0.330], [-2.337, 0.085, -0.596], [-2.622, 1.174, -0.423], [-2.023, -0.051, -1.667], [2.990, -1.000, -0.325], [-1.528, -0.019, 1.528], [2.344, -1.245, 1.351], [0.868, 1.938, -1.121], [1.303, -1.657, -0.191], [-0.860, -1.120, 0.336], [-3.117, -0.668, -0.404], [2.142, 1.114, 0.843]], "mulliken_charge": [-0.401, -0.368, 0.051, -0.127, -0.959, -1.074, 0.305, 0.259, 0.267, 0.338, 0.259, 0.260, 0.334, 0.121, 0.335, 0.400]}

---

{"formula": "C2H3IOS", "method": "wB97M-V/def2-TZVPD", "total_charge": 0, "molar_mass_g_mol": 202.0, "e_lumo_ev": -0.47, "e_above_lowest_kj_mol": 103.32, "smiles": "CSC(=O)I", "fmax_ev_per_a": 5.74, "e_homo_ev": -9.295, "elements": ["I", "S", "O", "C", "C", "H", "H", "H"], "coordinates": [[-3.379, 0.146, 0.052], [-0.100, 1.232, 0.331], [-0.983, -1.549, 0.299], [-1.387, -0.445, 0.239], [1.340, 0.255, -0.257], [2.094, 0.557, 0.518], [1.016, -0.754, 0.030], [1.398, 0.558, -1.213]], "mulliken_charge": [0.114, -0.100, -0.377, 0.259, -0.751, 0.279, 0.257, 0.320]}